(1)
144
Properties=species:S:1:pos:R:3 method="wB97M-V/def2-TZVPD" lumo_ev=0.2885 homo_ev=-9.459 smiles=CC(C)O.CC(C)O.CC(C)O.CC(C)O.CC(C)O.CC(C)O.CC(C)O.CC(C)O.CC(C)O.CC(C)O.CC(C)O.CC(C)O relative_energy_kcal_mol=66.51
C 1.805 5.295 -0.672
C 0.787 5.483 0.453
C -0.015 6.793 0.360
O -0.148 4.355 0.343
H 2.512 6.092 -0.708
H 1.216 5.249 -1.582
H 2.372 4.281 -0.616
H 1.245 5.449 1.432
H 0.637 7.677 0.324
H -0.687 6.795 1.239
H -0.544 6.767 -0.569
H 0.234 3.599 0.842
C -4.055 -2.755 2.440
C -5.011 -2.048 3.414
C -4.136 -1.111 4.367
O -5.952 -1.297 2.603
H -3.656 -1.915 1.840
H -4.560 -3.478 1.872
H -3.170 -3.244 2.954
H -5.488 -2.724 4.093
H -3.748 -0.284 3.824
H -3.329 -1.750 4.747
H -4.793 -0.739 5.195
H -6.216 -0.486 2.985
C 1.236 -4.135 -4.161
C 0.194 -3.004 -4.049
C -0.783 -3.438 -2.952
O 0.804 -1.796 -3.602
H 1.704 -4.108 -3.238
H 2.020 -4.025 -4.949
H 0.745 -5.051 -4.342
H -0.300 -2.766 -4.958
H -1.387 -4.274 -3.441
H -1.489 -2.667 -2.569
H -0.306 -3.963 -2.135
H 0.075 -1.216 -3.516
C 1.422 0.972 3.944
C 0.292 1.766 3.221
C -0.155 2.847 4.175
O 0.877 2.251 1.987
H 1.140 0.502 4.905
H 2.179 1.759 4.160
H 1.901 0.254 3.374
H -0.608 1.175 2.923
H 0.700 3.414 4.545
H -0.610 2.429 5.119
H -0.901 3.583 3.829
H 1.255 1.536 1.426
C 5.132 -2.704 2.451
C 4.147 -2.171 1.363
C 3.772 -3.145 0.293
O 2.965 -1.632 1.948
H 4.801 -3.644 2.855
H 5.286 -2.045 3.310
H 6.161 -2.819 2.085
H 4.600 -1.329 0.885
H 4.672 -3.718 -0.074
H 3.170 -2.836 -0.561
H 3.108 -3.866 0.827
H 2.332 -2.316 2.166
C 6.216 3.118 0.501
C 5.860 1.804 1.120
C 4.375 1.614 1.319
O 6.364 0.707 0.275
H 7.315 3.397 0.575
H 5.635 4.018 0.825
H 6.060 3.011 -0.613
H 6.363 1.737 2.140
H 3.955 2.096 2.222
H 4.158 0.577 1.558
H 3.784 1.979 0.503
H 5.617 0.556 -0.323
C 3.488 1.109 -3.901
C 3.672 -0.040 -2.887
C 4.590 -1.111 -3.459
O 4.150 0.447 -1.664
H 2.802 1.849 -3.481
H 3.011 0.651 -4.829
H 4.491 1.564 -4.146
H 2.723 -0.473 -2.634
H 4.220 -1.492 -4.374
H 4.628 -1.873 -2.743
H 5.611 -0.750 -3.581
H 3.521 0.958 -1.161
C -0.355 -0.424 0.362
C 0.792 0.013 -0.520
C 0.402 1.273 -1.205
O 1.917 0.358 0.334
H -1.123 -0.966 -0.235
H -0.885 0.408 0.832
H -0.030 -1.155 1.095
H 1.139 -0.788 -1.162
H -0.082 1.106 -2.105
H 1.312 1.869 -1.445
H -0.127 1.957 -0.528
H 2.141 -0.450 0.868
C -0.492 -4.222 4.546
C 0.479 -3.050 4.342
C 1.244 -2.797 5.592
O 1.379 -3.378 3.224
H -1.256 -3.951 5.230
H 0.085 -5.029 4.863
H -1.008 -4.526 3.626
H -0.028 -2.125 4.036
H 2.046 -3.524 5.621
H 0.616 -2.925 6.439
H 1.763 -1.830 5.609
H 1.292 -4.275 2.916
C -5.806 -1.363 -0.414
C -4.986 -1.563 -1.707
C -5.660 -2.247 -2.892
O -4.390 -0.290 -2.107
H -6.221 -2.333 -0.072
H -6.538 -0.524 -0.592
H -5.163 -1.018 0.370
H -4.140 -2.214 -1.446
H -5.991 -3.241 -2.633
H -4.926 -2.371 -3.710
H -6.517 -1.603 -3.190
H -3.972 -0.025 -1.291
C -4.948 2.304 0.939
C -3.678 2.229 0.068
C -3.783 2.944 -1.253
O -2.654 2.737 0.891
H -4.554 2.130 1.947
H -5.675 1.493 0.639
H -5.341 3.325 0.878
H -3.594 1.170 -0.129
H -4.496 2.467 -1.896
H -2.894 2.639 -1.879
H -3.980 4.030 -1.214
H -2.010 3.332 0.497
C -1.046 1.102 -5.243
C -2.394 0.560 -4.809
C -3.256 -0.064 -5.952
O -2.098 -0.472 -3.803
H -1.084 1.828 -6.097
H -0.319 0.305 -5.376
H -0.649 1.723 -4.392
H -3.019 1.357 -4.274
H -3.983 0.638 -6.435
H -3.939 -0.718 -5.459
H -2.647 -0.570 -6.711
H -2.929 -0.541 -3.254

---

(2)
144
Properties=species:S:1:pos:R:3 method="wB97M-V/def2-TZVPD" lumo_ev=0.3161 homo_ev=-9.466 smiles=CC(C)O.CC(C)O.CC(C)O.CC(C)O.CC(C)O.CC(C)O.CC(C)O.CC(C)O.CC(C)O.CC(C)O.CC(C)O.CC(C)O relative_energy_kcal_mol=86.78
C -0.699 -5.769 -1.345
C -0.051 -4.591 -0.624
C 1.406 -4.597 -0.450
O -0.623 -3.388 -1.270
H -1.730 -5.543 -1.498
H -0.503 -6.748 -0.905
H -0.288 -5.850 -2.340
H -0.455 -4.467 0.436
H 1.815 -3.775 0.162
H 1.929 -4.495 -1.395
H 1.644 -5.513 0.094
H -0.411 -3.448 -2.226
C 2.680 -2.908 -4.882
C 1.296 -2.584 -4.449
C 0.440 -1.833 -5.462
O 0.555 -3.710 -3.851
H 3.126 -1.967 -5.267
H 2.746 -3.740 -5.615
H 3.146 -3.294 -3.983
H 1.437 -2.030 -3.522
H 0.294 -2.537 -6.306
H 0.976 -0.944 -5.679
H -0.510 -1.532 -4.997
H 0.462 -4.275 -4.613
C 3.953 1.026 -5.555
C 2.677 1.192 -4.745
C 2.651 2.363 -3.737
O 1.421 1.277 -5.563
H 4.389 1.836 -6.110
H 3.768 0.300 -6.285
H 4.707 0.587 -4.916
H 2.483 0.266 -4.173
H 1.719 2.518 -3.235
H 3.032 3.254 -4.270
H 3.258 2.239 -2.820
H 1.764 1.388 -6.480
C 3.551 3.196 1.606
C 3.544 3.050 0.058
C 2.419 3.892 -0.518
O 4.788 3.490 -0.656
H 2.674 2.760 1.999
H 3.602 4.287 1.875
H 4.483 2.791 2.024
H 3.457 2.007 -0.254
H 2.498 4.932 -0.092
H 1.482 3.467 -0.254
H 2.575 3.945 -1.600
H 4.725 4.435 -0.656
C 1.490 4.568 5.348
C 0.267 4.172 4.543
C 0.052 2.710 4.634
O -0.783 4.967 5.077
H 1.428 4.397 6.402
H 1.704 5.605 5.102
H 2.331 3.953 5.031
H 0.365 4.352 3.461
H 0.910 2.193 4.228
H -0.754 2.534 3.923
H -0.148 2.289 5.608
H -1.652 4.654 4.872
C -4.299 -3.729 -0.277
C -4.479 -3.542 -1.741
C -5.673 -2.717 -2.117
O -3.323 -2.907 -2.283
H -5.186 -4.351 0.021
H -4.306 -2.758 0.203
H -3.397 -4.268 -0.048
H -4.579 -4.466 -2.187
H -6.567 -3.208 -1.837
H -5.633 -2.552 -3.166
H -5.680 -1.699 -1.737
H -2.532 -3.319 -1.954
C -3.296 0.353 2.825
C -3.572 -0.126 1.427
C -5.084 0.078 0.963
O -2.761 0.500 0.454
H -4.065 -0.094 3.496
H -3.465 1.433 2.791
H -2.327 0.213 3.260
H -3.329 -1.221 1.288
H -5.673 -0.671 1.496
H -5.213 -0.130 -0.045
H -5.416 1.073 1.096
H -1.980 -0.123 0.293
C -1.013 4.654 0.768
C -2.301 5.444 0.835
C -2.178 6.675 -0.164
O -3.488 4.609 0.523
H -0.660 4.270 -0.167
H -0.997 3.883 1.547
H -0.235 5.372 1.151
H -2.366 5.813 1.848
H -1.469 7.461 0.245
H -3.137 7.170 -0.308
H -1.801 6.361 -1.139
H -3.151 4.039 -0.165
C 4.511 -1.030 2.228
C 4.028 -0.770 3.587
C 4.021 -1.918 4.482
O 4.836 0.190 4.161
H 4.152 -0.229 1.575
H 4.350 -1.977 1.822
H 5.580 -0.864 2.230
H 2.993 -0.388 3.590
H 3.569 -1.645 5.461
H 5.032 -2.227 4.614
H 3.484 -2.766 4.060
H 4.567 1.059 3.921
C -1.149 -4.824 4.016
C -0.518 -3.599 3.323
C -0.679 -2.420 4.273
O 0.843 -3.691 2.930
H -2.117 -4.380 4.364
H -0.573 -5.296 4.880
H -1.276 -5.791 3.433
H -1.158 -3.395 2.463
H -1.709 -2.110 4.238
H -0.169 -1.551 3.902
H -0.272 -2.654 5.247
H 0.967 -4.532 2.457
C -0.954 1.524 -2.821
C -2.431 1.876 -2.876
C -3.218 0.716 -3.359
O -2.820 2.337 -1.661
H -0.416 2.336 -2.303
H -0.506 1.252 -3.758
H -0.860 0.655 -2.158
H -2.510 2.787 -3.538
H -4.283 0.902 -3.252
H -2.978 -0.183 -2.753
H -3.160 0.497 -4.418
H -3.007 1.639 -1.037
C 1.549 -0.644 -0.485
C 0.683 -0.756 0.747
C 0.409 0.623 1.451
O -0.605 -1.229 0.366
H 1.131 0.006 -1.266
H 1.736 -1.630 -0.894
H 2.487 -0.308 -0.217
H 1.133 -1.390 1.539
H -0.500 0.540 2.049
H 0.107 1.369 0.706
H 1.376 0.906 1.941
H -0.555 -1.891 -0.337

---

(3)
162
Properties=species:S:1:pos:R:3 method="wB97M-V/def2-TZVPD" lumo_ev=0.0623 homo_ev=-8.150 smiles="COCCNCCOC.COCCNCCOC.COCCNCCOC.COCCNCCOC.NC(N)=O.NC(N)=O.OCCO.OCCO.OCCO.OCCO.OCCO" relative_energy_kcal_mol=0.00
C 1.527 -2.803 -7.907
O 2.407 -2.263 -6.946
C 1.809 -1.182 -6.249
C 2.789 -0.674 -5.218
N 3.345 -1.712 -4.342
C 4.311 -1.101 -3.423
C 4.469 -1.912 -2.140
O 3.196 -2.037 -1.560
C 3.118 -2.489 -0.241
H 1.386 -2.118 -8.750
H 0.529 -2.871 -7.453
H 1.819 -3.798 -8.230
H 0.891 -1.507 -5.745
H 1.504 -0.458 -7.013
H 2.270 0.130 -4.693
H 3.642 -0.203 -5.728
H 3.829 -2.304 -5.010
H 4.084 -0.044 -3.291
H 5.274 -1.076 -3.953
H 5.206 -1.398 -1.512
H 4.893 -2.893 -2.375
H 3.553 -3.489 -0.110
H 2.092 -2.607 0.101
H 3.656 -1.834 0.454
C -2.815 1.691 7.623
O -2.204 2.168 6.456
C -1.410 1.257 5.763
C -0.853 1.916 4.506
N 0.279 2.829 4.800
C 0.968 3.205 3.570
C 2.185 4.040 3.821
O 2.696 4.533 2.603
C 3.670 5.538 2.699
H -2.119 1.231 8.330
H -3.546 0.903 7.397
H -3.375 2.485 8.111
H -2.020 0.445 5.335
H -0.595 0.769 6.308
H -1.673 2.439 4.001
H -0.507 1.166 3.792
H -0.178 3.649 5.185
H 0.229 3.764 2.983
H 1.268 2.307 3.025
H 2.990 3.444 4.281
H 2.083 4.906 4.490
H 4.584 5.221 3.212
H 3.244 6.429 3.168
H 4.047 5.863 1.728
C -1.783 -5.823 -5.606
O -2.635 -6.370 -4.622
C -2.120 -7.576 -4.032
C -2.616 -7.652 -2.614
N -1.915 -6.601 -1.854
C -2.214 -6.715 -0.423
C -1.472 -5.688 0.403
O -0.084 -5.993 0.441
C 0.721 -5.030 1.136
H -2.153 -4.815 -5.787
H -1.952 -6.380 -6.539
H -0.702 -5.859 -5.453
H -1.029 -7.603 -4.028
H -2.548 -8.331 -4.702
H -2.404 -8.619 -2.160
H -3.684 -7.409 -2.557
H -2.321 -5.711 -2.121
H -1.991 -7.684 0.025
H -3.299 -6.561 -0.323
H -1.813 -5.759 1.443
H -1.649 -4.653 0.090
H 0.478 -3.993 0.886
H 1.727 -5.371 0.918
H 0.388 -5.145 2.173
C 1.611 8.504 1.252
O 0.823 7.345 1.211
C 1.098 6.461 0.150
C 0.172 5.261 0.263
N -1.209 5.641 0.145
C -2.094 4.488 0.405
C -3.446 5.039 0.860
O -3.238 5.818 2.017
C -4.365 6.096 2.818
H 1.328 9.071 0.350
H 2.698 8.402 1.207
H 1.293 9.154 2.065
H 2.150 6.164 0.079
H 0.879 6.959 -0.805
H 0.434 4.752 1.200
H 0.399 4.572 -0.553
H -1.511 6.307 0.847
H -1.651 3.882 1.206
H -2.205 3.847 -0.471
H -4.152 4.215 1.005
H -3.807 5.685 0.052
H -4.493 5.254 3.503
H -5.253 6.260 2.200
H -4.173 7.027 3.350
N -1.167 0.495 -4.672
C -0.600 1.540 -3.992
N 0.217 1.150 -2.989
O -0.937 2.708 -4.189
H -1.745 0.638 -5.476
H -0.883 -0.424 -4.377
H 0.693 1.856 -2.442
H 0.502 0.194 -2.806
N 3.440 1.092 -1.001
C 2.778 2.158 -0.464
N 3.444 2.713 0.581
O 1.641 2.476 -0.824
H 2.947 0.275 -1.322
H 4.410 0.972 -0.779
H 3.055 3.477 1.129
H 4.230 2.224 0.958
O 2.141 0.979 5.992
C 2.336 0.106 4.877
C 3.357 -0.961 5.140
O 4.693 -0.421 5.028
H 1.431 1.610 5.748
H 1.349 -0.336 4.695
H 2.611 0.759 4.044
H 3.329 -1.729 4.367
H 3.331 -1.468 6.106
H 4.815 0.215 5.741
O 1.894 -3.986 -3.384
C 0.534 -3.655 -3.656
C -0.033 -2.766 -2.545
O 0.670 -1.523 -2.530
H 2.456 -3.187 -3.535
H 0.545 -3.276 -4.682
H -0.048 -4.579 -3.693
H 0.088 -3.319 -1.607
H -1.082 -2.485 -2.665
H 1.603 -1.781 -2.404
O -2.048 0.434 1.565
C -0.937 0.781 0.725
C 0.012 -0.398 0.691
O 0.664 -0.438 1.959
H -2.822 0.270 1.008
H -1.364 0.959 -0.265
H -0.492 1.716 1.064
H 0.733 -0.261 -0.119
H -0.578 -1.290 0.467
H 0.553 -1.324 2.314
O -3.826 0.804 -0.609
C -3.746 1.464 -1.877
C -5.107 1.379 -2.620
O -5.414 0.043 -2.967
H -4.415 0.048 -0.572
H -3.411 2.477 -1.664
H -2.946 1.002 -2.462
H -4.966 2.007 -3.502
H -5.898 1.913 -2.087
H -5.637 -0.401 -2.144
O -3.059 -3.904 2.817
C -2.340 -2.729 2.479
C -1.470 -2.197 3.568
O -0.210 -2.935 3.600
H -3.753 -3.695 3.448
H -1.811 -2.888 1.539
H -3.050 -1.951 2.169
H -1.953 -2.201 4.550
H -1.207 -1.144 3.476
H -0.313 -3.700 4.172